Density functional theory data (ωB97M-V/def2-TZVPD) for 11 unconnected molecules or ions with the total composition C39H102N6O11 at a distorted geometry.

Values from the calculation:
SMILES string: CC1(C)CCCC(C)(C)N1O.CC1(C)CCCC(C)(C)N1O.COC[C@H](C)N.COC[C@H](C)N.COC[C@H](C)N.COC[C@H](C)N.CO.CO.CO.CO.CO
Energy relative to the best compared isomer or geometry (same formula, charge and spin) (kcal per mole): 74.3
HOMO (eV): -7.918
E (eV): -73550.3522
Spin multiplicity: 1

```
158
C39H102N6O11 | the OMol25 dataset | ωB97M-V/def2-TZVPD
C 5.759 -0.832 1.180
C 7.198 -0.480 1.570
C 7.174 -0.573 3.170
C 8.571 -0.622 3.729
C 9.217 -1.873 3.178
C 9.442 -1.900 1.630
N 8.058 -1.599 1.091
O 8.017 -1.672 -0.284
C 10.564 -1.016 1.239
C 9.718 -3.362 1.385
C 7.461 0.990 1.039
H 5.784 -1.001 0.103
H 5.074 -0.066 1.544
H 5.479 -1.861 1.404
H 6.710 0.297 3.634
H 6.743 -1.526 3.478
H 8.654 -0.498 4.809
H 9.170 0.244 3.449
H 8.765 -2.811 3.502
H 10.199 -1.938 3.648
H 10.973 -1.243 0.255
H 10.193 0.000 1.374
H 11.444 -1.325 1.804
H 9.944 -3.490 0.327
H 10.560 -3.628 2.024
H 8.841 -3.923 1.709
H 8.457 1.277 1.375
H 6.689 1.703 1.332
H 7.475 1.002 -0.051
H 7.467 -2.437 -0.468
C 0.368 -3.537 -1.357
C 0.528 -2.269 -0.551
C 2.072 -1.923 -0.761
C 2.356 -0.419 -0.404
C 1.427 0.497 -1.129
C -0.066 0.206 -0.930
N -0.306 -1.233 -1.151
O -1.599 -1.564 -1.179
C -0.609 0.637 0.482
C -0.810 0.979 -2.036
C 0.298 -2.527 0.989
H 0.370 -3.338 -2.429
H -0.495 -4.186 -1.214
H 1.213 -4.217 -1.255
H 2.710 -2.528 -0.117
H 2.541 -2.181 -1.710
H 3.364 -0.130 -0.703
H 2.307 -0.158 0.653
H 1.735 0.530 -2.174
H 1.528 1.486 -0.681
H 0.112 0.291 1.222
H -0.719 1.714 0.610
H -1.598 0.219 0.666
H -0.346 1.939 -2.259
H -0.759 0.455 -2.990
H -1.834 1.130 -1.692
H 0.788 -3.448 1.304
H -0.773 -2.608 1.176
H 0.473 -1.719 1.699
H -1.643 -2.067 -1.995
C 4.582 3.753 -4.260
C 3.149 3.750 -3.606
C 3.161 3.849 -2.098
O 3.705 2.597 -1.622
C 4.033 2.558 -0.247
N 2.256 4.683 -4.264
H 4.733 3.426 -5.289
H 5.161 3.129 -3.580
H 5.153 4.680 -4.219
H 2.801 2.747 -3.852
H 2.165 3.805 -1.657
H 3.711 4.730 -1.767
H 4.446 3.550 -0.067
H 4.680 1.745 0.083
H 3.039 2.540 0.199
H 1.598 4.913 -3.534
H 2.727 5.531 -4.547
C 2.763 -2.544 -5.881
C 4.124 -2.006 -6.425
C 5.105 -1.498 -5.306
O 4.394 -0.668 -4.430
C 5.195 -0.211 -3.366
N 4.904 -3.100 -7.117
H 2.234 -1.818 -5.262
H 3.000 -3.373 -5.215
H 2.080 -2.849 -6.673
H 3.917 -1.247 -7.180
H 5.872 -0.935 -5.838
H 5.557 -2.267 -4.678
H 5.509 -1.057 -2.755
H 4.621 0.545 -2.829
H 6.104 0.249 -3.753
H 4.316 -3.422 -7.872
H 5.640 -2.632 -7.627
C 4.729 1.471 -7.269
C 4.370 2.844 -7.866
C 5.464 3.302 -8.832
O 6.816 3.351 -8.419
C 7.124 4.524 -7.613
N 3.112 2.741 -8.578
H 4.762 0.624 -7.954
H 4.148 1.270 -6.369
H 5.798 1.430 -7.060
H 4.134 3.682 -7.210
H 5.016 4.266 -9.074
H 5.536 2.653 -9.705
H 8.178 4.339 -7.408
H 6.645 4.610 -6.637
H 6.974 5.528 -8.009
H 2.831 3.659 -8.892
H 2.415 2.382 -7.942
C 6.979 -5.194 -8.971
C 8.250 -4.731 -8.194
C 8.621 -3.295 -8.362
O 7.433 -2.503 -8.277
C 7.494 -1.280 -8.874
N 8.282 -5.014 -6.750
H 6.950 -6.283 -8.923
H 7.135 -5.028 -10.037
H 6.119 -4.669 -8.554
H 9.048 -5.329 -8.635
H 9.111 -3.217 -9.332
H 9.299 -2.816 -7.655
H 6.679 -0.560 -8.806
H 7.709 -1.380 -9.938
H 8.362 -0.730 -8.512
H 7.657 -5.797 -6.616
H 7.907 -4.279 -6.168
C 5.768 -4.310 -1.064
O 6.046 -3.393 -2.129
H 6.315 -5.245 -1.179
H 6.158 -3.891 -0.136
H 4.704 -4.545 -1.080
H 5.769 -3.790 -2.958
C 1.078 1.047 -6.013
O 0.772 2.464 -6.287
H 2.077 0.779 -6.359
H 1.130 0.887 -4.937
H 0.190 0.555 -6.410
H 1.266 3.066 -5.726
C 5.156 -5.677 -4.713
O 6.018 -4.682 -5.081
H 5.174 -5.905 -3.647
H 4.153 -5.467 -5.085
H 5.411 -6.592 -5.248
H 5.759 -4.240 -5.893
C 9.216 0.222 -2.669
O 9.927 1.294 -3.183
H 8.251 0.645 -2.391
H 9.190 -0.590 -3.395
H 9.654 -0.106 -1.726
H 10.856 1.099 -3.042
C 7.630 3.709 -2.360
O 8.996 3.769 -2.759
H 7.338 3.442 -1.345
H 6.968 4.531 -2.631
H 7.192 2.894 -2.937
H 9.402 2.936 -3.010
```

***

Density functional theory data (ωB97M-V/def2-TZVPD) for 9 unconnected molecules or ions with the total composition C39H103B2F8N6O13 at a distorted geometry.

Values from the calculation:
HOMO (alpha / beta) (eV): -15.779 / -15.779
E (eV): -100727.2598
Net charge: +4
Spin multiplicity: 2

```
171
C39H103B2F8N6O13 | the OMol25 dataset | ωB97M-V/def2-TZVPD
C 23.431 18.672 -20.999
C 24.621 18.728 -19.949
C 25.915 19.184 -20.654
O 24.121 19.432 -18.848
H 23.217 19.612 -21.507
H 22.534 18.333 -20.481
H 23.615 17.966 -21.809
H 24.767 17.685 -19.667
H 26.691 19.541 -19.978
H 25.738 20.060 -21.277
H 26.399 18.463 -21.314
C 26.505 23.959 -17.070
O 26.728 22.536 -17.216
C 27.242 21.984 -18.419
C 26.469 22.406 -19.669
N 25.016 22.193 -19.516
H 24.726 21.237 -19.364
H 24.689 22.531 -18.623
C 24.076 22.843 -20.699
C 22.843 23.453 -20.025
O 23.142 24.008 -18.761
C 22.033 24.492 -18.017
H 26.632 24.234 -16.023
H 25.495 24.153 -17.431
H 27.355 24.395 -17.595
H 27.314 20.920 -18.193
H 28.293 22.235 -18.565
H 26.742 21.769 -20.510
H 26.641 23.474 -19.801
H 23.929 22.083 -21.466
H 24.600 23.631 -21.239
H 22.290 22.525 -19.876
H 22.143 24.061 -20.598
H 21.065 24.005 -18.129
H 21.985 25.531 -18.343
H 22.156 24.615 -16.941
C 27.978 17.498 -26.592
O 27.611 17.197 -25.200
C 26.807 18.191 -24.655
C 27.595 19.370 -24.124
N 28.542 18.784 -23.082
H 28.085 18.542 -22.215
H 28.977 17.905 -23.320
C 29.712 19.759 -22.739
C 31.087 19.230 -23.262
O 30.876 18.255 -24.214
C 31.969 17.495 -24.527
H 28.644 18.352 -26.712
H 27.023 17.523 -27.117
H 28.537 16.631 -26.943
H 26.215 17.793 -23.831
H 26.025 18.595 -25.298
H 26.937 19.954 -23.481
H 28.172 19.893 -24.887
H 29.720 19.906 -21.659
H 29.494 20.690 -23.263
H 31.520 18.883 -22.324
H 31.804 20.002 -23.541
H 32.361 16.875 -23.721
H 32.684 18.062 -25.123
H 31.461 16.725 -25.108
C 18.972 26.916 -19.008
O 19.100 25.860 -20.007
C 18.327 24.723 -20.148
C 18.648 23.967 -21.489
N 19.011 24.984 -22.642
H 18.384 25.753 -22.828
H 19.701 25.603 -22.243
C 19.348 24.296 -23.932
C 20.411 23.094 -23.760
O 19.738 22.026 -23.269
C 20.377 20.803 -23.532
H 19.595 26.608 -18.169
H 17.938 27.142 -18.746
H 19.458 27.849 -19.295
H 17.259 24.940 -20.135
H 18.542 24.134 -19.256
H 17.770 23.336 -21.625
H 19.341 23.134 -21.377
H 19.828 25.045 -24.562
H 18.552 24.027 -24.626
H 21.299 23.376 -23.195
H 20.820 23.048 -24.770
H 20.088 20.143 -22.713
H 21.441 21.000 -23.400
H 20.070 20.480 -24.526
C 25.982 21.635 -14.235
O 25.601 20.301 -14.149
C 24.720 19.936 -15.232
C 24.419 18.427 -15.262
N 25.608 17.502 -15.035
H 26.201 17.631 -14.227
H 25.188 16.608 -14.823
C 26.406 17.081 -16.326
C 27.358 16.038 -15.893
O 27.963 16.461 -14.705
C 28.964 15.588 -14.226
H 25.462 22.149 -13.427
H 26.003 22.104 -15.218
H 27.021 21.701 -13.910
H 25.090 20.203 -16.222
H 23.792 20.461 -15.007
H 23.931 18.194 -16.208
H 23.822 18.107 -14.408
H 26.840 18.009 -16.698
H 25.752 16.738 -17.128
H 28.137 15.944 -16.649
H 26.841 15.134 -15.572
H 29.754 16.080 -13.658
H 29.388 14.876 -14.934
H 28.490 14.848 -13.581
C 29.592 10.495 -21.941
O 28.563 10.953 -22.863
C 27.772 9.926 -23.325
C 26.289 10.345 -23.776
N 25.820 11.188 -22.614
H 25.908 10.705 -21.731
H 26.363 12.038 -22.662
C 24.347 11.788 -22.880
C 24.232 13.023 -22.058
O 24.928 14.217 -22.296
C 24.521 15.357 -21.612
H 29.170 9.943 -21.100
H 30.264 11.236 -21.510
H 30.289 9.777 -22.374
H 27.669 9.088 -22.636
H 28.302 9.413 -24.128
H 25.730 9.417 -23.894
H 26.156 11.013 -24.627
H 23.747 10.904 -22.664
H 24.083 11.771 -23.938
H 24.680 12.854 -21.079
H 23.203 13.308 -21.836
H 25.378 15.993 -21.833
H 24.338 15.408 -20.539
H 23.587 15.667 -22.081
C 20.586 22.406 -15.601
O 20.834 21.937 -16.932
C 19.688 21.381 -17.558
C 20.184 20.503 -18.742
N 21.191 19.513 -18.132
H 22.067 19.485 -18.634
H 21.358 20.025 -17.277
C 20.729 18.119 -17.580
C 19.816 17.426 -18.657
O 20.219 17.519 -20.027
C 19.299 16.993 -20.938
H 20.105 21.585 -15.070
H 19.858 23.213 -15.689
H 21.492 22.714 -15.079
H 19.178 22.222 -18.029
H 18.914 20.948 -16.926
H 20.593 21.053 -19.589
H 19.453 19.835 -19.197
H 20.331 18.141 -16.565
H 21.643 17.526 -17.570
H 18.811 17.737 -18.371
H 19.810 16.353 -18.466
H 18.847 16.056 -20.615
H 19.912 16.815 -21.821
H 18.438 17.633 -21.131
B 29.350 16.753 -20.773
F 28.126 16.686 -21.226
F 30.256 16.760 -21.800
F 29.370 17.945 -20.081
F 29.714 15.773 -19.911
B 24.559 21.511 -23.879
F 24.004 20.244 -23.752
F 24.934 21.580 -25.194
F 23.451 22.336 -23.787
F 25.501 21.807 -22.909
```